1.
Computed, not measured: a 3-piece molecular cluster, C5H10O2 overall, with ωB97M-V/def2-TZVPD.

Computed properties:
- highest occupied orbital energy (eV) = -6.005
- F_max (eV/Å) = 2.3
- LUMO (eV) = -3.928
- charge = 0

Geometry as XYZ:
```
17
C5H10O2, DFT ωB97M-V/def2-TZVPD
C -0.3283 -0.3722 -1.6958
C 1.3869 3.3555 1.2384
C 0.7833 2.4359 0.5396
O -1.8903 -2.5842 0.3919
C 0.2541 1.4099 -0.1476
C 0.4941 0.8712 -1.3994
H -0.1045 -0.9521 -2.5974
H -0.2907 -1.0351 -0.8226
H -1.3249 -0.0100 -1.9234
H 1.3378 4.3863 0.9043
H 2.2688 3.1373 1.8303
H -2.3732 -3.4108 0.4294
H -0.6263 0.9173 0.3140
H 1.0998 1.4713 -2.0798
H 0.1266 -3.5665 2.5115
H -0.9866 -2.8087 0.8987
O 0.1734 -3.2451 1.6082
```

The Mulliken scheme yields these atomic charges, measured in e:
1. C -0.988
2. C -0.724
3. C 0.156
4. O -0.769
5. C -0.033
6. C 0.224
7. H 0.338
8. H 0.264
9. H 0.362
10. H 0.283
11. H 0.302
12. H 0.247
13. H 0.375
14. H 0.385
15. H 0.174
16. H 0.459
17. O -1.054

2.
Computed, not measured: the molecule C3H5NO2, with ωB97M-V/def2-TZVPD.

Computed properties:
- highest occupied orbital energy (eV) = -9.944
- F_max (eV/Å) = 9.7
- LUMO (eV) = 0.773
- structure (SMILES) = C=CN(O)C=O
- charge = 0

Geometry as XYZ:
```
11
C3H5NO2, DFT ωB97M-V/def2-TZVPD
C -1.8757 -0.3660 0.0266
C -0.7057 0.3609 -0.1692
N 0.5890 0.2116 0.5106
O 1.0946 1.5008 0.0239
C 1.2959 -0.7350 0.1170
O 2.5467 -0.6057 -0.2442
H -1.8505 -1.3375 0.4896
H -2.7859 -0.0469 -0.5065
H -0.9653 1.3391 -0.6884
H 2.1701 1.2928 0.3764
H 0.4869 -1.6139 0.0642
```

The Mulliken scheme yields these atomic charges, measured in e:
1. C -0.719
2. C 0.011
3. N 0.124
4. O -0.482
5. C 0.445
6. O -0.624
7. H 0.259
8. H 0.247
9. H 0.252
10. H 0.363
11. H 0.124

3.
Computed, not measured: C28H17AsCl4N2O2PdS as an isolated structure, with ωB97M-V/def2-TZVPD.

Computed properties:
- highest occupied orbital energy (eV) = -0.813
- F_max (eV/Å) = 0.1
- LUMO (eV) = 4.583
- charge = -2

Geometry as XYZ:
```
56
C28H17AsCl4N2O2PdS, DFT ωB97M-V/def2-TZVPD
Pd -0.0519 0.6873 -0.4786
Cl -2.0028 -5.8207 1.0361
C -1.0727 -4.4423 0.5107
C 0.2727 -4.5700 0.2440
Cl 1.0656 -6.1143 0.4117
C 1.0045 -3.4378 -0.1637
Cl 2.7105 -3.5780 -0.5077
C 0.4258 -2.1735 -0.3329
O 1.0902 -1.1421 -0.7205
C -0.9994 -2.0361 -0.0354
O -1.5529 -0.8814 -0.1469
C -1.6883 -3.1844 0.3772
Cl -3.3731 -2.9920 0.7802
C 4.2974 0.3394 5.3379
C 3.8662 1.3351 4.4685
C 2.7501 1.1311 3.6711
C 2.0361 -0.0661 3.7415
C 2.4762 -1.0589 4.6098
C 3.6009 -0.8581 5.4026
As 0.5033 -0.2807 2.5082
C -0.4645 -1.6161 3.5499
C -0.3372 -2.9915 3.4295
C -1.1575 -3.8255 4.1797
C -2.1068 -3.2777 5.0349
C -2.2524 -1.9013 5.1398
C -1.4342 -1.0617 4.3916
C -1.5080 0.4143 4.3470
C -2.3798 1.2126 5.0798
C -2.3635 2.5896 4.9033
C -1.4956 3.1728 3.9868
C -0.6236 2.3833 3.2459
C -0.6196 1.0116 3.4465
H 5.1738 0.4955 5.9568
H 4.4080 2.2726 4.4067
H 2.4261 1.8953 2.9717
H 1.9334 -1.9948 4.6758
H 3.9315 -1.6422 6.0748
H 0.3734 -3.4119 2.7258
H -1.0798 -4.8997 4.0663
H -2.7597 -3.9306 5.6029
H -3.0190 -1.4884 5.7862
H -3.0776 0.7662 5.7797
H -3.0468 3.2110 5.4716
H -1.5150 4.2450 3.8304
H 0.0167 2.8195 2.4870
S -0.3607 2.9819 -0.4589
C 1.2060 2.2031 -0.5897
N 1.8693 2.2819 -1.8882
C 3.1967 2.3294 -2.0442
C 4.0249 2.4266 -0.9772
C 3.3772 2.3918 0.3151
N 2.1153 2.3033 0.5169
H 1.2735 2.0475 -2.6627
H 3.5611 2.2889 -3.0648
H 5.0977 2.4652 -1.0819
H 4.0056 2.4229 1.2074
```

The Mulliken scheme yields these atomic charges, measured in e:
1. Pd -0.019
2. Cl -0.239
3. C 0.164
4. C -0.012
5. Cl -0.269
6. C 0.346
7. Cl -0.259
8. C 0.190
9. O -0.898
10. C 0.337
11. O -1.118
12. C 0.318
13. Cl -0.242
14. C -0.403
15. C -0.777
16. C -0.288
17. C 0.362
18. C -0.066
19. C -0.631
20. As 0.873
21. C -0.183
22. C -0.508
23. C -0.719
24. C -0.843
25. C -0.424
26. C 0.369
27. C 0.577
28. C -0.548
29. C -0.674
30. C -0.792
31. C -0.105
32. C 0.261
33. H 0.335
34. H 0.396
35. H 0.287
36. H 0.300
37. H 0.375
38. H 0.569
39. H 0.409
40. H 0.355
41. H 0.336
42. H 0.334
43. H 0.346
44. H 0.410
45. H 0.190
46. S -0.500
47. C -0.137
48. N -0.065
49. C -0.102
50. C -1.055
51. C 0.454
52. N -0.132
53. H 0.218
54. H 0.339
55. H 0.346
56. H 0.211

4.
Computed, not measured: a 14-piece molecular cluster, H28O14 overall, with ωB97M-V/def2-TZVPD.

Computed properties:
- highest occupied orbital energy (eV) = -9.983
- F_max (eV/Å) = 2.4
- LUMO (eV) = -0.190
- charge = 0

Geometry as XYZ:
```
42
H28O14, DFT ωB97M-V/def2-TZVPD
O 0.4293 -1.2487 -0.5585
H 0.6806 -0.3195 -0.5706
H -0.4095 -1.2751 -0.0725
O 2.1881 -2.3846 -2.4565
H 2.2944 -1.6033 -3.0033
H 1.9379 -2.0464 -1.5812
O 3.2293 1.3065 0.0400
H 3.8477 2.0016 0.2836
H 2.6971 1.1561 0.8397
O 1.8285 0.8043 2.3001
H 1.8899 1.3455 3.0915
H 1.2414 0.0758 2.5628
O -2.3701 1.6146 -1.1916
H -1.3970 1.6985 -1.2503
H -2.7070 2.4977 -1.3651
O -3.0628 -2.1899 -1.3387
H -2.6159 -1.5736 -0.7397
H -3.9976 -2.0856 -1.1433
O -2.0139 -0.4238 0.5321
H -1.5777 0.0036 1.2887
H -2.3455 0.3209 -0.0008
O -2.3972 -2.5008 2.1325
H -2.7255 -1.7180 1.6631
H -3.0929 -3.1578 2.0501
O -0.4961 -3.9895 -0.9240
H 0.1372 -3.2599 -0.9289
H -1.3600 -3.5627 -0.9021
O 0.0327 1.4328 -2.3646
H 0.9386 1.1833 -2.6061
H -0.5274 0.8886 -2.9299
O -0.6167 1.4807 2.0788
H -1.0298 2.2733 2.4327
H -0.0140 1.8052 1.3902
O 1.1131 2.5604 0.1261
H 1.1161 2.6004 -0.8362
H 1.9775 2.8905 0.3879
O 2.1625 2.9210 -2.0070
H 2.5097 2.1837 -1.4658
H 2.6499 3.6933 -1.7090
O 0.0520 -1.4191 2.9587
H 0.6040 -2.1914 3.1103
H -0.8010 -1.7887 2.6771
```

The Mulliken scheme yields these atomic charges, measured in e:
1. O -0.571
2. H 0.205
3. H 0.366
4. O -0.617
5. H 0.268
6. H 0.393
7. O -0.714
8. H 0.294
9. H 0.501
10. O -0.651
11. H 0.285
12. H 0.354
13. O -0.706
14. H 0.409
15. H 0.281
16. O -0.640
17. H 0.413
18. H 0.304
19. O -0.654
20. H 0.325
21. H 0.262
22. O -0.706
23. H 0.303
24. H 0.305
25. O -0.674
26. H 0.403
27. H 0.300
28. O -0.636
29. H 0.236
30. H 0.308
31. O -0.609
32. H 0.271
33. H 0.421
34. O -0.725
35. H 0.402
36. H 0.259
37. O -0.734
38. H 0.466
39. H 0.283
40. O -0.619
41. H 0.304
42. H 0.338

Quick rundown of relative energy (zero: lowest compared OMol25 entry of this formula, charge and spin), same order as above: 785.38 545.51 25.62 148.27 kJ/mol